DFT (ωB97M-V with the def2-TZVPD basis set) results for a molecular structure, C30H18Cl4N7O2ReS2.

Structure (XYZ):
```
64
Properties=species:S:1:pos:R:3
Re -0.3346 -0.5527 -0.2642
Cl -6.5547 -3.2809 -0.8562
Cl -4.9438 -4.6429 -3.1700
Cl -5.0987 -1.2260 1.0559
Cl -1.8905 -3.9336 -3.5647
S 0.8628 -1.6985 1.3079
S 3.1480 -0.9423 3.5549
O -2.2274 -0.8594 0.3358
O -0.9048 -1.9826 -1.5226
N -0.9555 1.0121 -1.4697
N 0.7549 -0.2180 6.2314
N -0.0084 1.1566 1.0052
N -0.9457 2.1336 1.0714
N 1.4496 -0.5187 -1.4717
N 1.4868 0.0537 -2.7033
N -1.9972 -0.7015 3.5263
C 0.9146 1.3277 -3.0007
C -4.8772 -2.9240 -1.0719
C -2.1540 1.5513 -0.9401
C 0.6911 2.7615 2.3980
C 0.4639 -1.1775 2.9331
C 1.0616 -0.5238 5.1654
C -0.0796 3.7827 -3.7645
C 1.6118 2.1372 -3.8908
C -0.7565 3.0126 -2.8425
C 1.4818 -0.9184 3.8338
C 2.2885 -1.5526 -1.5195
C 2.3221 -0.6312 -3.5047
C -2.1726 2.0479 0.3600
C 1.9200 4.2347 -5.2518
C -2.8111 -3.2311 -2.2835
C 1.1333 3.3675 -4.3068
C 2.8663 -1.6655 -2.7806
C -3.3622 1.4800 -1.6205
C -4.5416 1.8778 -1.0121
C -2.1789 -2.3411 -1.4281
C -4.1620 -3.5289 -2.1032
C 0.9918 1.5388 1.7941
C -2.8991 -1.7294 -0.3847
C -5.8522 2.6544 0.9976
C -4.2494 -2.0202 -0.2146
C -4.5578 2.3385 0.3004
C -0.2932 1.7503 -2.4178
C -0.8929 -0.9323 3.2821
C -0.5480 3.1054 1.9102
C -3.3518 2.4152 0.9844
H 2.4631 -0.3414 -4.5303
H -1.6806 3.3870 -2.4260
H 1.8722 0.9217 1.9042
H -1.1700 3.9672 2.0792
H 2.5721 4.9248 -4.7107
H -5.4765 1.7859 -1.5529
H 2.5497 3.6351 -5.9100
H 1.2976 3.3080 3.0971
H -3.3652 1.0743 -2.6251
H -0.4968 4.7416 -4.0522
H -6.6335 2.9079 0.2812
H -5.7388 3.4872 1.6925
H -6.1930 1.7888 1.5700
H 1.2567 4.8336 -5.8768
H 3.5605 -2.4108 -3.1237
H 2.5751 1.8032 -4.2561
H -3.3309 2.7094 2.0271
H 2.4121 -2.1724 -0.6474
```

Output
Total charge: -1
<S²>: 0.761
2S+1: 2
Relative energy (zero: lowest compared OMol25 entry of this formula, charge and spin) (kJ/mol): 116.80
HOMO-LUMO gap (spin up / spin down) (Eh): 0.21791 / 0.22652
LUMO level (spin up / spin down) (eV): 1.507 / 1.669
Electronic energy (hartree): -4403.3653
Highest occupied orbital energy (spin up / spin down) (eV): -4.423 / -4.495

=====

DFT (ωB97M-V with the def2-TZVPD basis set) results for 13 unconnected molecules or ions with the total composition C44H66N4O18 in a non-equilibrium geometry.

Structure (XYZ):
```
132
Properties=species:S:1:pos:R:3
O 2.7348 1.3930 -6.7276
O -0.3168 1.2354 -2.7349
O 4.1730 1.2323 -5.0530
O -1.7725 6.2033 -0.0645
O -6.3356 2.0726 1.4934
O -5.4265 0.2443 2.3938
O 0.0137 -2.3632 4.2635
O -2.4651 5.2528 -1.9770
O 2.9812 -4.8389 0.6978
O 1.8257 -4.3756 -3.0266
O -2.1776 -3.1368 0.5493
O 1.3913 1.0237 -1.2857
O -1.7666 -1.6126 3.1473
O -1.2014 -3.0731 -1.4263
O 0.6363 0.6122 5.9374
O -0.9944 1.6349 4.8024
O 2.8648 -2.9715 -4.4151
O 4.0005 -6.0371 2.3372
N -0.8483 2.5176 1.3181
N 4.5865 1.6755 0.5899
N -3.7842 1.4913 -2.6998
N 4.2327 -1.9465 4.1025
C -4.3900 3.0575 0.4919
C -5.2777 1.2662 1.7738
C -0.4748 4.5015 -2.8771
C 2.0044 0.2365 5.7354
C 0.3919 -0.4201 0.2941
C 3.0239 -1.5619 -4.5804
C 1.4242 -1.9774 -2.8356
C 0.1051 0.8094 -1.6759
C 0.1490 1.2489 4.8491
C 5.0378 1.4711 -2.0553
C -1.8819 -1.4536 5.4885
C 3.1099 -5.2788 1.9482
C -1.7685 -5.2311 -0.4856
C -2.8375 -4.1357 1.3931
C 1.8575 -3.9890 0.4862
C 1.6867 2.2705 -7.1077
C 3.1396 1.6792 -5.4890
C -1.4997 5.5654 -1.0472
C -0.6657 0.1137 -0.6157
C -3.3923 0.4216 -2.9099
C 1.0290 -4.2479 1.7600
C 4.7299 -1.7526 3.1071
C -1.4491 4.6099 2.6745
C -1.1180 -1.9215 4.2761
C 1.9977 -4.7836 2.8016
C 1.5679 0.5431 0.0474
C 0.9975 2.6752 -5.7751
C -3.2119 -1.0630 4.8438
C -0.2005 4.8538 -1.3912
C -1.9834 4.3967 -3.0153
C -1.1674 3.4163 1.8950
C 1.2126 1.4376 3.8148
C 4.7272 1.5954 -0.5505
C -4.0025 1.7494 1.1564
C 2.0134 -3.2528 -3.4136
C -1.6956 -3.7265 -0.5579
C 2.1733 2.6019 -4.8091
C -5.9455 3.0886 0.5587
C 5.2802 -1.5225 1.7772
C -2.8483 -0.7491 3.3678
C 1.7234 -0.9851 -4.0150
C 2.2453 0.3582 4.2192
C -2.7150 -5.5068 0.6675
C -3.0090 -0.9480 -3.1464
H -3.9814 3.9527 0.9979
H -1.3362 -0.6128 5.8856
H -2.1794 -5.5968 -1.4438
H 0.1047 3.6494 -3.1637
H -2.3446 4.3952 3.2451
H 1.9535 -0.5702 3.7129
H -1.3419 -0.6673 -0.9536
H 0.3304 -5.0722 1.5619
H -6.4477 2.8874 -0.4175
H -2.3689 -4.1532 2.4020
H 2.5333 0.0527 0.0641
H -3.6578 -0.9897 2.6728
H 3.2791 0.5304 4.0354
H -1.2886 0.8473 -0.1208
H 0.4908 3.6314 -5.8523
H 2.6031 3.6148 -4.6989
H 2.3544 -3.9520 3.4073
H 5.9007 2.0794 -2.3314
H 0.6145 5.5742 -1.2118
H 1.7123 2.4118 4.0179
H 0.5529 -3.3196 1.9899
H -3.8599 -1.9154 4.8856
H 0.6788 -1.4743 0.0807
H 1.8953 2.2363 -3.8312
H -2.3018 3.3719 -2.8763
H -3.5804 1.0318 0.4233
H 3.1961 -1.3561 -5.6304
H 2.1547 -0.7765 6.0815
H -0.1998 3.9831 -0.7382
H -3.7766 -1.3881 -3.7550
H 2.0598 -1.7574 -1.9605
H 0.9056 -0.9858 -4.7478
H -0.1834 5.3343 -3.5232
H -0.8005 -5.6795 -0.3526
H 4.8799 -0.5699 1.4004
H -3.2943 1.8394 1.9834
H -0.6260 4.7380 3.3688
H 1.5574 1.3411 0.8109
H 0.2057 2.0205 -5.4934
H 4.1428 1.8758 -2.5688
H 2.2178 -3.0024 0.4180
H -2.3709 4.7681 -3.9652
H -2.0866 -1.0039 -3.7152
H 1.0445 1.7137 -7.7700
H -2.4027 -6.3403 1.3008
H 0.1005 -0.4294 1.3282
H -6.3738 4.0501 0.8525
H 2.6263 0.8969 6.3799
H 6.3856 -1.4571 1.9171
H -3.8844 -3.8207 1.4305
H -3.7395 -0.2578 5.3820
H 5.0730 -2.3995 1.1549
H -2.5171 0.2850 3.2549
H 1.5471 -5.5839 3.3884
H 0.9310 1.5069 2.7689
H -2.9326 -1.5646 -2.2458
H -4.1884 3.0024 -0.5708
H -3.6908 -5.8252 0.2728
H 1.4192 -4.4229 -0.3689
H 5.1370 0.4285 -2.3572
H 2.1279 3.1338 -7.6066
H 0.4022 -2.0070 -2.5072
H 1.7514 0.0389 -3.6408
H -1.5781 5.4880 2.0530
H 3.9165 -1.1906 -4.0347
H -1.8963 -2.2638 6.2280
```

Output
HOMO-LUMO gap (Eh): 0.36712
LUMO level (eV): 0.297
Electronic energy (hartree): -3289.6200
Highest occupied orbital energy (eV): -9.693

=====

DFT (ωB97M-V with the def2-TZVPD basis set) results for a molecular structure, C30H30BF4IrN4O5PS in a non-equilibrium geometry.

Structure (XYZ):
```
77
Properties=species:S:1:pos:R:3
Ir -0.1473 -0.2037 -1.3758
S -1.4449 0.2978 6.8440
P 1.3290 1.4803 -0.9262
F -0.7959 -1.1183 -5.0659
F -2.1445 -1.7069 -3.3010
F 0.1391 -1.7192 -2.9965
F -0.7954 -3.3250 -4.3224
O -0.3375 0.7944 7.6849
O -2.0683 -0.8679 7.4018
O -2.4383 1.0275 -3.0727
O -4.8368 -5.2411 -1.0323
O -2.2298 1.5026 6.5615
N -1.0835 1.0909 -2.9385
N -2.6999 -3.5961 -0.4002
N -1.3571 -1.5440 -0.3192
N 1.2529 -1.0279 1.7593
C -0.0504 2.5760 1.2155
C 0.3528 4.0640 -0.6549
C 3.7268 2.4118 -4.1239
C 0.2924 0.7856 4.8333
C 3.4462 -0.1034 -0.3764
C 4.4190 1.3521 1.7648
C -4.9152 -4.4485 0.1041
C -2.0159 -2.4908 -0.3841
C 5.0829 0.2091 1.3453
C 3.2925 2.1641 -2.8487
C 4.6145 -0.4753 0.2067
C 2.8440 1.0817 0.0152
C 1.8983 1.9549 -2.5729
C -0.8085 4.8635 1.2624
C -3.5468 -4.0741 0.7130
C -3.9849 -4.6759 -2.0492
C -0.9789 -1.2835 4.6759
C 2.7936 2.6123 -5.1496
C -0.4647 1.9852 -3.5652
C 1.4629 2.5351 -4.8776
C 0.9993 2.1703 -3.6192
C -0.3113 5.0552 0.0008
C -2.5750 -4.5274 -1.5684
C -0.6693 -0.1274 5.3956
C 3.3393 1.8578 1.0270
C -0.7294 3.6002 1.8620
C 0.9036 0.4554 3.6389
C -0.3300 -1.6298 3.5289
C 0.5352 2.8175 -0.0494
C 0.5881 -0.7379 2.9428
B -0.9866 -2.0205 -4.0465
H -0.4331 5.9615 -0.5130
H 1.7090 1.0460 3.2477
H 2.8153 2.7519 1.2428
H -4.4094 -3.6734 -2.3121
H 5.1197 -1.3665 -0.1899
H 3.0863 2.7385 -6.2091
H -0.5407 -2.5975 3.0979
H 0.0201 1.5785 1.6842
H -1.2781 3.4300 2.8096
H -1.9923 -4.0392 -2.3370
H -2.6410 0.0994 -3.2722
H -3.0706 -4.9529 1.0641
H 4.8292 1.9183 2.6011
H 0.6950 4.1844 -1.6715
H -1.0333 2.5704 -4.2955
H 0.6534 1.6680 5.3335
H 1.1750 -1.9563 1.3862
H 0.7220 2.6298 -5.6648
H -2.1355 -5.4896 -1.3207
H 5.9574 -0.1568 1.8884
H -3.6523 -3.3388 1.5015
H 4.0196 2.0752 -2.0434
H -5.4519 -3.5193 -0.1255
H -5.4608 -4.9667 0.8793
H 4.7771 2.3667 -4.3337
H -4.1775 -5.2751 -2.9120
H 3.0626 -0.6344 -1.2037
H 2.1360 -0.5507 1.6756
H -1.6385 -1.9788 5.1627
H -1.4291 5.6769 1.6823
```

Output
Total charge: +1
<S²>: 6.020
2S+1: 5
Relative energy (zero: lowest compared OMol25 entry of this formula, charge and spin) (kJ/mol): 0.00
HOMO-LUMO gap (spin up / spin down) (Eh): 0.27765 / 0.19393
LUMO level (spin up / spin down) (eV): -3.284 / -5.669
Electronic energy (hartree): -3024.3884
Highest occupied orbital energy (spin up / spin down) (eV): -10.839 / -10.946